[1]
Density functional theory data (ωB97M-V with the def2-TZVPD basis set) for 2 unconnected molecules or ions with the total composition C9H13N2 at a distorted geometry.

Last column: Löwdin charge in e.
Atoms and positions in Å:
C1 3.877223 0.367648 0.213384  -0.042
C2 3.319123 -0.883072 0.395069  -0.106
C3 2.967108 1.434758 -0.085812  -0.042
C4 2.049754 -1.227635 0.181819  -0.038
C5 1.698397 1.052274 -0.433513  -0.058
C6 1.207020 -0.236038 -0.316263  -0.202
C7 -0.908457 0.241572 -1.476395  0.176
C8 -0.892017 -1.116167 0.514612  0.006
C9 -0.250248 -0.294890 -0.408119  -0.231
N1 -4.303098 0.601195 0.177102  0.018
N2 -2.174831 -0.940712 0.880186  0.186
H1 5.016341 0.610481 0.272640  0.151
H2 4.107824 -1.584063 0.657641  0.119
H3 3.334376 2.405198 -0.384590  0.109
H4 1.654358 -2.170289 0.413494  0.104
H5 0.892458 1.777299 -0.700697  0.123
H6 -1.778619 -0.129442 -2.042786  0.104
H7 -0.490923 1.037423 -2.076138  0.085
H8 -0.307306 -1.640367 1.233289  0.134
H9 -4.775450 0.262532 -0.678063  0.077
H10 -4.048004 1.581152 0.096088  0.057
H11 -2.353143 -1.319782 1.832288  0.144
H12 -4.828922 0.492794 1.070321  0.079
H13 -3.012962 -0.321859 0.664437  0.047

Cartesian forces, eV/Å:
C 0.1 2.8 -0.3
C 4.6 -0.3 0.5
C 1.9 -1.6 -1.3
C -2.5 1.0 -0.7
C -1.6 1.3 0.0
C 0.8 1.3 1.5
C -0.1 -0.1 -0.7
C -4.0 1.3 1.9
C -0.6 -0.8 -3.4
N -0.1 -0.2 0.8
N 2.3 -1.8 2.1
H -2.4 -0.8 0.2
H -0.6 -0.6 0.2
H 0.0 0.3 0.6
H -0.1 -1.4 0.1
H 1.3 -0.1 0.2
H -0.3 0.0 1.5
H 0.8 -0.2 0.0
H 0.3 -0.8 0.2
H 0.0 0.4 1.1
H -0.2 -0.1 -0.2
H 0.1 -0.3 -1.1
H -0.1 0.1 -1.5
H 0.5 0.6 -1.7

Values from the calculation:
* energy above the lowest of the compared OMol25 structures with the same formula, charge and spin: 50.1 kcal/mol
* total charge: +1
* HOMO-LUMO gap (spin up / spin down): 0.25343 / 0.25343 hartree

---

[2]
Density functional theory data (ωB97M-V with the def2-TZVPD basis set) for a single C4H7NO2 molecule.

Last column: Löwdin charge in e.
Atoms and positions in Å:
C1 -1.428497 -0.891732 0.119404  -0.034
C2 -0.377398 -0.211303 -0.752473  -0.313
C3 0.000255 1.171880 -0.180590  -0.122
N1 1.086746 0.748546 0.671091  0.086
C4 1.678001 -0.410658 0.233972  -0.569
O1 2.720738 -0.892264 0.590588  0.107
O2 0.855851 -0.963353 -0.693627  0.044
H1 -1.098321 -0.826563 1.163178  0.091
H2 -1.524399 -1.944949 -0.149677  0.084
H3 -2.419517 -0.423449 0.061118  0.086
H4 -0.581221 -0.212795 -1.820850  0.146
H5 -0.806538 1.630848 0.404103  0.123
H6 0.307823 1.887728 -0.956809  0.121
H7 1.586480 1.338066 1.310575  0.149

Cartesian forces, eV/Å:
C 0.1 -0.1 0.0
C -0.1 0.0 0.0
C 0.0 0.0 -0.1
N 0.3 0.0 0.1
C 0.2 0.0 0.3
O -0.3 0.1 -0.1
O 0.1 0.0 0.2
H -0.1 -0.1 -0.1
H 0.0 0.1 0.0
H 0.3 0.0 -0.2
H -0.5 0.2 0.1
H 0.1 -0.2 -0.2
H 0.0 -0.2 0.1
H 0.1 0.1 -0.1

Values from the calculation:
* energy above the lowest of the compared OMol25 structures with the same formula, charge and spin: 2.1 kcal/mol
* SMILES: C[C@H]1CNC(=O)O1
* HOMO-LUMO gap: 0.39536 hartree

---

[3]
Density functional theory data (ωB97M-V with the def2-TZVPD basis set) for 2 unconnected molecules or ions with the total composition C3H7N4S2 at a distorted geometry.

Last column: Löwdin charge in e.
Atoms and positions in Å:
C1 2.499957 1.729822 -1.038695  -0.302
C2 -1.464444 -1.346967 0.609432  -0.988
C3 0.697124 0.295637 -1.629506  -0.390
N1 1.489814 1.658603 -0.166741  -0.003
N2 -2.674893 -0.918042 0.968230  0.101
N3 -0.405972 -1.029747 1.385390  0.060
N4 0.493132 0.856650 -0.497270  0.020
S1 -1.228916 -2.178043 -0.817686  0.610
S2 2.211891 0.734228 -2.383613  1.177
H1 3.369832 2.337838 -0.886794  0.109
H2 0.010176 -0.414662 -2.051813  0.009
H3 -0.554595 -0.697280 2.322853  0.104
H4 1.428907 2.185453 0.697462  0.191
H5 -3.468514 -1.162894 0.397143  0.104
H6 0.436317 -1.554047 1.225515  0.090
H7 -2.839818 -0.496551 1.866094  0.110

Cartesian forces, eV/Å:
C -0.8 -0.4 0.1
C 0.2 -0.1 -0.6
C 0.7 0.1 -0.6
N 1.6 0.3 -1.2
N -0.1 0.2 0.4
N -0.2 -0.1 0.7
N -1.1 0.0 0.3
S 0.0 -0.3 -0.3
S -0.3 0.5 1.0
H 0.2 0.2 0.1
H -0.2 -0.2 -0.1
H 0.0 0.0 0.2
H 0.0 -0.1 0.0
H 0.2 0.0 0.0
H -0.1 -0.1 0.0
H -0.1 0.0 0.0

Values from the calculation:
* energy above the lowest of the compared OMol25 structures with the same formula, charge and spin: 0.0 kcal/mol
* total charge: +1
* HOMO-LUMO gap: 0.23751 hartree

---

[4]
Density functional theory data (ωB97M-V with the def2-TZVPD basis set) for a single C7H11NO molecule at a distorted geometry.

Last column: Löwdin charge in e.
Atoms and positions in Å:
C1 -2.290844 -0.241076 -0.218753  -0.192
C2 0.132903 -0.852050 0.649808  -0.295
C3 0.438184 0.601514 1.293565  -0.158
C4 0.672855 1.620488 0.129207  -0.219
C5 1.701315 1.018438 -0.815524  -0.167
C6 2.138046 -0.539966 -0.415319  -0.190
C7 0.984053 -1.501711 -0.409080  -0.230
H1 0.314943 -1.544930 1.566628  0.150
H2 1.257151 0.419292 2.027507  0.112
H3 -0.396682 0.871657 1.911493  0.094
H4 1.284552 2.627055 0.635923  0.167
H5 -0.312000 1.896985 -0.325430  0.104
H6 2.655567 1.698080 -0.611603  0.123
H7 1.473337 1.383526 -1.831796  0.098
H8 2.854764 -1.130998 -0.932730  0.082
H9 2.609897 -0.616823 0.607957  0.119
H10 1.036230 -2.666390 -0.172048  0.153
H11 0.325667 -1.457703 -1.422529  0.154
N1 -1.369284 -0.992870 0.187928  0.126
O1 -3.272189 0.604566 -0.506537  -0.033

Cartesian forces, eV/Å:
C -1.5 2.9 0.8
C -2.6 -0.9 3.0
C 0.0 -1.3 -1.7
C 1.4 1.6 3.1
C 3.5 0.6 0.6
C 0.5 0.1 0.0
C -3.3 -0.3 -1.8
H -1.2 1.0 -1.3
H -0.2 0.5 -0.9
H -0.6 0.1 0.1
H -2.5 -2.5 -1.4
H 1.0 -0.1 0.4
H -1.5 -1.9 -0.5
H 0.0 -1.4 0.0
H 1.3 0.9 -1.6
H -0.6 0.9 -0.8
H 0.7 2.6 -0.5
H 1.9 0.0 2.0
N -2.8 3.2 -1.0
O 6.3 -5.9 1.6

Values from the calculation:
* energy above the lowest of the compared OMol25 structures with the same formula, charge and spin: 95.3 kcal/mol
* SMILES: O=C=NC1CCCCC1
* HOMO-LUMO gap: 0.39307 hartree

---

[5]
Density functional theory data (ωB97M-V with the def2-TZVPD basis set) for 2 unconnected molecules or ions with the total composition C6H6N2O3S at a distorted geometry.

Last column: Löwdin charge in e.
Atoms and positions in Å:
C1 1.459017 -1.259305 1.939510  -0.164
C2 2.334883 -0.944241 0.960816  -0.120
C3 0.134595 -1.113178 1.784723  -0.129
C4 1.869279 -0.565227 -0.293453  -0.013
C5 -0.383438 -0.756651 0.581980  -0.025
C6 0.479224 -0.563756 -0.565867  -0.291
N1 -2.379500 3.398149 -1.354305  -0.332
N2 -1.212295 -0.020835 -2.002830  0.001
O1 0.172451 -0.278036 -1.802494  0.015
O2 -1.416811 0.434403 -3.101967  0.046
O3 -2.683962 1.097365 -0.289421  -0.526
S1 -3.196255 2.156414 -1.118104  0.815
H1 1.949918 -1.488298 2.976052  0.141
H2 3.387601 -1.160005 1.079452  0.104
H3 -0.395691 -1.310277 2.813699  0.152
H4 2.699518 -0.329765 -1.090095  0.151
H5 -1.456560 -0.862588 0.451247  0.093
H6 -1.361977 3.565831 -0.968943  0.082

Cartesian forces, eV/Å:
C 3.2 -0.2 3.7
C 0.7 -0.4 -1.8
C -1.5 -0.5 3.3
C 1.2 0.1 -1.6
C -0.9 -0.6 -2.8
C 2.0 -0.3 5.2
N 2.0 0.3 0.6
N -0.2 0.7 -3.1
O -1.7 1.0 -3.2
O 1.0 -1.4 3.2
O -0.2 -0.1 0.5
S 0.3 1.0 -0.1
H -1.3 0.1 -1.9
H 0.1 0.4 0.1
H 0.1 0.5 -2.7
H -2.2 -0.5 1.3
H 0.2 0.6 -0.1
H -2.6 -0.8 -0.7

Values from the calculation:
* energy above the lowest of the compared OMol25 structures with the same formula, charge and spin: 122.6 kcal/mol
* HOMO-LUMO gap: 0.30280 hartree

---

[6]
Density functional theory data (ωB97M-V with the def2-TZVPD basis set) for 6 unconnected molecules or ions with the total composition C24H33BrF6IN2O16 at a distorted geometry.

Last column: Löwdin charge in e.
Atoms and positions in Å:
C1 7.446846 -0.491449 -0.657988  -0.094
C2 7.598914 -1.280290 -1.957489  -0.227
C3 6.438202 -2.251616 -2.313244  -0.204
C4 5.571528 -2.718309 -1.142416  -0.183
C5 4.437906 -1.758242 -0.746503  -0.121
C6 3.060483 -2.152719 -1.284459  -0.523
F1 2.783837 -3.386840 -0.753666  0.072
C7 3.025050 -2.373257 -2.798917  -0.051
N1 2.556224 -1.151354 -3.545461  -0.374
Br1 3.705857 0.342429 -3.454124  1.001
C8 1.130395 -0.849399 -3.127137  -0.478
O1 0.264874 -1.752956 -3.738973  0.036
C9 0.922499 -0.994433 -1.609095  -0.635
I1 0.028205 0.868031 -0.938225  1.075
N2 2.126732 -1.168014 -0.820890  -0.001
H1 7.299280 -1.102180 0.224723  0.075
H2 8.373987 0.047102 -0.509392  0.054
H3 6.685296 0.274292 -0.779318  0.072
H4 8.535369 -1.825483 -1.963507  0.097
H5 7.659610 -0.540375 -2.749548  0.097
H6 5.851900 -1.783957 -3.100049  0.058
H7 6.869177 -3.144987 -2.760432  0.109
H8 6.187146 -2.851495 -0.263870  0.109
H9 5.162883 -3.704125 -1.353740  0.114
H10 4.316869 -1.785643 0.332283  0.137
H11 4.695176 -0.736269 -0.998634  0.072
H12 2.326388 -3.161008 -3.063947  0.153
H13 3.981631 -2.670793 -3.206250  0.120
H14 2.516825 -1.414306 -4.530918  0.139
H15 0.866506 0.140479 -3.483180  0.089
H16 0.348633 -1.719536 -4.705168  0.129
H17 0.173758 -1.745230 -1.409233  0.098
H18 2.590059 -0.284031 -0.662285  0.069
C10 -2.847613 3.717579 1.744388  -0.050
C11 -1.761740 4.237888 0.840201  -0.299
O2 -2.421212 5.247168 0.108057  0.134
C12 -3.421702 5.731114 0.912949  -0.534
O3 -3.999822 6.746626 0.726990  0.190
O4 -3.641402 4.889892 1.951073  0.071
F2 -1.319384 3.279994 -0.032157  -0.082
H19 -3.456307 2.948880 1.268232  0.116
H20 -2.468135 3.334093 2.688890  0.142
H21 -0.903353 4.667095 1.358798  0.175
C13 -6.617432 5.071218 5.043260  -0.042
C14 -6.530802 3.624838 4.620258  -0.312
O5 -5.160957 3.485964 4.288911  0.117
C15 -4.473819 4.386159 5.052619  -0.551
O6 -3.299995 4.362714 5.220212  0.176
O7 -5.314956 5.296847 5.595332  0.083
F3 -7.279265 3.368395 3.521397  0.080
H22 -6.773166 5.734331 4.191443  0.150
H23 -7.390913 5.252973 5.784888  0.142
H24 -6.788902 2.908280 5.402641  0.174
C16 12.841916 0.081799 -2.651484  -0.045
C17 12.098455 -1.016555 -1.931984  -0.315
O8 10.991921 -0.322335 -1.377149  0.118
C18 10.736022 0.739734 -2.195708  -0.545
O9 9.735775 1.377624 -2.176905  0.171
O10 11.775829 0.959628 -3.033724  0.080
F4 12.831202 -1.554097 -0.931479  0.085
H25 13.528443 0.609217 -1.988453  0.148
H26 13.387162 -0.271558 -3.522540  0.142
H27 11.735122 -1.816857 -2.579485  0.173
C19 -7.249802 -0.469045 2.870590  -0.047
C20 -7.927195 0.176542 1.691257  -0.313
O11 -6.977123 1.158982 1.292990  0.135
C21 -5.752862 0.697981 1.652881  -0.548
O12 -4.723636 1.143012 1.250634  0.150
O13 -5.857738 -0.329985 2.520322  0.081
F5 -9.077495 0.796537 2.040073  0.087
H28 -7.440783 0.072922 3.798740  0.147
H29 -7.522602 -1.509474 3.007782  0.107
H30 -8.122417 -0.495523 0.856974  0.160
C22 -10.445452 -4.729042 0.520533  -0.040
C23 -9.590892 -3.888829 -0.395923  -0.309
O14 -9.439980 -2.687581 0.349246  0.129
C24 -9.528387 -3.023625 1.665668  -0.517
O15 -9.194118 -2.317538 2.563515  0.157
O16 -10.036585 -4.264037 1.813651  0.091
F6 -10.215746 -3.612154 -1.560697  0.087
H31 -11.508434 -4.529911 0.381635  0.149
H32 -10.264638 -5.795143 0.414433  0.143
H33 -8.605789 -4.307517 -0.608119  0.175

Cartesian forces, eV/Å:
C 0.6 0.1 -0.5
C -0.7 0.0 0.1
C 0.5 -0.1 0.3
C -0.3 0.3 -0.2
C 0.2 -0.6 0.1
C 1.0 1.0 0.3
F -0.5 -0.5 0.0
C 0.1 -0.2 -0.3
N -0.1 -0.9 0.4
Br 0.0 0.2 0.0
C -1.6 0.2 -0.3
O 0.8 -0.6 -0.2
C 0.3 1.4 0.5
I 0.0 -0.5 0.0
N -0.2 -0.3 -0.8
H -0.3 -0.1 0.1
H 0.1 0.2 0.1
H -0.3 0.0 0.3
H 0.2 -0.1 0.1
H 0.3 0.0 -0.2
H -0.3 0.0 -0.1
H 0.1 0.0 -0.2
H 0.3 -0.2 0.1
H -0.2 -0.1 0.0
H -0.1 0.1 0.2
H 0.0 0.2 -0.2
H -0.4 0.0 0.1
H 0.3 0.1 0.1
H 0.2 0.2 -0.1
H 0.6 0.4 0.0
H -0.4 0.2 0.2
H 0.0 -0.4 -0.1
H 0.0 0.0 0.3
C 0.0 -0.4 0.4
C -0.3 0.1 -0.2
O 0.2 0.1 0.3
C -0.3 0.1 0.1
O 0.1 -0.1 -0.1
O 0.2 0.2 -0.2
F 0.0 0.1 -0.1
H 0.1 0.0 -0.1
H -0.1 0.2 0.1
H 0.1 -0.1 -0.1
C -0.2 0.2 0.2
C 0.0 0.1 -0.4
O -0.1 0.0 0.5
C 0.3 0.2 -0.1
O -0.1 0.0 -0.1
O -0.1 -0.3 -0.2
F 0.0 -0.1 0.0
H 0.0 -0.1 -0.1
H 0.2 0.0 0.1
H -0.1 -0.1 -0.1
C 0.2 0.1 -0.3
C 0.1 0.1 0.4
O -0.1 -0.1 -0.4
C 0.0 0.3 0.0
O 0.1 -0.1 0.0
O -0.1 -0.2 0.2
F -0.1 0.0 0.0
H -0.1 -0.1 0.1
H -0.2 0.1 -0.1
H 0.0 -0.1 0.1
C 0.4 -0.3 0.4
C -0.2 0.3 0.3
O 0.2 -0.4 -0.2
C 0.1 0.2 0.1
O -0.1 -0.1 0.0
O -0.2 0.2 -0.1
F 0.0 0.0 -0.1
H -0.1 0.2 -0.1
H 0.5 0.3 -0.1
H -0.1 0.0 0.0
C -0.1 -0.4 0.1
C -0.3 0.2 -0.2
O 0.3 -0.3 0.2
C -0.2 0.0 0.3
O -0.6 -0.5 -0.4
O 0.1 0.1 -0.2
F 0.0 0.1 0.0
H 0.0 0.1 -0.1
H 0.1 0.0 0.2
H 0.0 0.0 -0.1

Values from the calculation:
* total charge: +1
* HOMO-LUMO gap: 0.28339 hartree